(1)
{"formula": "C6H9FS", "method": "ωB97M-V/def2-TZVPD", "relative_energy_kj_mol": 30.49, "total_energy_ev": -19920.2358, "smiles": "F[C@@H]1CCCC(=S)C1", "orbital_gap_ev": 8.60, "species": ["C", "C", "C", "C", "C", "C", "H", "H", "H", "H", "H", "H", "H", "H", "H", "F", "S"], "xyz": [[0.437, 1.308, 0.090], [-0.491, 0.943, -1.051], [-0.925, -0.553, -0.994], [-0.799, -1.127, 0.436], [0.585, -0.997, 1.049], [1.390, 0.201, 0.506], [0.964, 2.202, -0.109], [-1.332, 1.640, -0.928], [0.029, 1.144, -1.937], [-1.947, -0.718, -1.270], [-0.371, -1.224, -1.617], [-1.087, -2.137, 0.443], [-1.447, -0.647, 1.131], [2.072, 0.573, 1.245], [2.027, -0.101, -0.327], [-0.353, 1.543, 1.235], [1.249, -2.050, 2.097]], "mulliken_charge": [0.060, -0.720, -0.698, -0.764, 0.161, -0.886, 0.469, 0.294, 0.381, 0.395, 0.302, 0.521, 0.319, 0.415, 0.347, -0.340, -0.255]}

---

(2)
{"formula": "C6H9KO4", "method": "ωB97M-V/def2-TZVPD", "relative_energy_kj_mol": 94.26, "total_energy_ev": -30882.3333, "orbital_gap_ev": 6.63, "species": ["O", "K", "O", "C", "O", "C", "C", "H", "H", "H", "H", "H", "C", "C", "H", "H", "H", "O", "C", "H"], "xyz": [[1.569, -0.593, 0.097], [0.000, 1.449, -0.078], [2.417, 1.414, -0.109], [2.712, 0.196, -0.021], [3.816, -0.350, 0.032], [1.694, -1.998, 0.297], [0.333, -2.620, 0.071], [2.438, -2.402, -0.404], [2.053, -2.190, 1.319], [0.020, -2.504, -0.976], [0.371, -3.693, 0.302], [-0.424, -2.155, 0.718], [-3.858, -0.925, 0.133], [-3.787, -0.755, -1.202], [-4.053, 0.346, -1.308], [-4.250, -1.853, 0.557], [-4.224, -1.495, -1.874], [-2.312, 0.771, 0.806], [-3.196, -0.018, 1.089], [-3.444, -0.185, 2.156]], "mulliken_charge": [-0.352, 1.042, -0.819, 0.688, -0.649, -0.323, -0.980, 0.324, 0.282, 0.264, 0.375, 0.183, -0.024, -0.684, 0.246, 0.320, 0.305, -0.486, -0.068, 0.355]}

---

(3)
{"formula": "C6H9LiO5Sm", "method": "ωB97M-V/def2-TZVPD", "s2": 12.0190, "spin_multiplicity": 7, "total_energy_ev": -34710.0951, "orbital_gap_ev": [4.83, 4.96], "species": ["O", "C", "C", "O", "Sm", "H", "H", "O", "C", "C", "O", "C", "C", "O", "Li", "H", "H", "H", "H", "H", "H", "H"], "xyz": [[2.440, 0.892, -0.656], [2.765, 0.080, 0.265], [2.553, -1.366, -0.148], [1.335, -1.492, -0.774], [0.764, 0.328, -1.566], [3.054, 0.093, 1.333], [3.442, -1.748, -0.694], [-1.985, -0.887, 0.219], [-1.550, -0.263, 1.432], [-0.428, 0.617, 1.271], [-0.465, 1.426, -0.016], [-1.773, 1.406, -0.581], [-2.055, -0.049, -0.960], [-1.090, -0.487, -1.829], [-0.436, -2.056, -0.718], [-2.411, 0.210, 1.925], [-0.285, 1.351, 2.074], [-1.748, 2.023, -1.488], [-2.502, 1.815, 0.131], [-3.073, -0.156, -1.375], [0.850, 0.180, 1.340], [2.597, -1.921, 0.816]], "mulliken_charge": [-0.624, -0.608, -0.083, -0.600, 1.388, 0.409, 0.216, -0.347, -0.885, 0.257, -0.502, -0.607, 0.245, -0.910, 0.873, 0.222, 0.294, 0.264, 0.461, 0.398, -0.092, 0.231]}

---

(4)
{"formula": "C6H9LiO6", "method": "ωB97M-V/def2-TZVPD", "relative_energy_kj_mol": 353.40, "total_energy_ev": -18852.8095, "orbital_gap_ev": 6.29, "species": ["O", "C", "O", "O", "O", "C", "O", "Li", "O", "C", "C", "H", "H", "H", "H", "C", "C", "H", "H", "H", "H", "H"], "xyz": [[-0.103, -0.975, 1.924], [-0.838, 0.014, 1.671], [-0.499, 1.160, 1.493], [-1.132, -0.441, 0.012], [4.173, 1.907, -0.241], [3.156, 1.214, -0.285], [2.100, 1.495, -0.901], [0.501, 1.794, -0.123], [3.239, 0.044, 0.402], [2.280, -0.954, 0.613], [0.836, -1.186, 0.214], [2.344, -1.007, 1.710], [2.792, -1.881, 0.312], [0.614, -2.261, 0.226], [0.821, -0.943, -0.857], [-2.291, -0.415, -0.803], [-3.113, 0.851, -0.776], [-2.886, -1.259, -0.433], [-1.988, -0.717, -1.816], [-3.187, 1.299, 0.223], [-4.127, 0.633, -1.137], [-2.693, 1.629, -1.426]], "mulliken_charge": [-0.512, 0.659, -0.582, -0.348, -0.659, 0.765, -0.865, 0.963, -0.318, -0.536, -0.146, 0.361, 0.337, 0.427, 0.373, -0.408, -1.018, 0.317, 0.281, 0.293, 0.358, 0.259]}

---

(5)
{"formula": "C6H9N", "method": "ωB97M-V/def2-TZVPD", "relative_energy_kj_mol": 503.58, "total_energy_ev": -7852.9404, "orbital_gap_ev": 7.86, "species": ["C", "N", "C", "C", "C", "C", "C", "H", "H", "H", "H", "H", "H", "H", "H", "H"], "xyz": [[-0.719, 1.761, 0.847], [0.407, 0.966, 0.416], [0.826, -0.243, 0.945], [0.107, -1.548, -0.149], [-0.972, -1.335, -0.981], [0.698, 0.614, -0.858], [1.317, -0.667, -0.397], [-1.635, 1.168, 0.714], [-0.781, 2.664, 0.235], [-0.600, 2.043, 1.896], [1.094, -0.483, 1.964], [0.182, -2.413, 0.514], [-1.947, -1.762, -0.750], [-0.847, -0.917, -1.971], [0.570, 1.195, -1.760], [2.300, -1.044, -0.665]], "mulliken_charge": [-0.858, 0.131, -0.679, -0.263, -0.914, -0.820, 0.273, 0.335, 0.303, 0.285, 0.402, 0.417, 0.300, 0.245, 0.468, 0.375]}

---

(6)
{"formula": "C6H9N", "method": "ωB97M-V/def2-TZVPD", "relative_energy_kj_mol": 504.31, "total_energy_ev": -7852.9328, "orbital_gap_ev": 9.65, "species": ["C", "C", "C", "C", "N", "C", "C", "H", "H", "H", "H", "H", "H", "H", "H", "H"], "xyz": [[2.286, 0.318, 0.157], [1.427, -0.875, -0.171], [1.734, -2.142, -0.203], [-0.037, -0.741, -0.598], [-0.903, -0.365, 0.506], [-2.267, -0.043, 0.136], [-1.332, 1.018, 0.588], [2.341, 0.996, -0.704], [3.305, 0.008, 0.404], [1.880, 0.874, 1.009], [-0.074, -0.012, -1.428], [-0.411, -1.696, -0.989], [-3.042, -0.427, 0.797], [-2.522, -0.061, -0.925], [-0.971, 1.714, -0.171], [-1.413, 1.434, 1.590]], "mulliken_charge": [-1.126, 0.548, -0.388, -0.635, -0.285, -0.359, -0.448, 0.283, 0.348, 0.286, 0.397, 0.415, 0.242, 0.244, 0.241, 0.236]}

---

(7)
{"formula": "C6H9N", "method": "ωB97M-V/def2-TZVPD", "relative_energy_kj_mol": 590.97, "total_energy_ev": -7852.0346, "orbital_gap_ev": 7.59, "species": ["C", "N", "C", "C", "C", "C", "C", "H", "H", "H", "H", "H", "H", "H", "H", "H"], "xyz": [[1.924, 0.195, -0.114], [0.651, -0.540, -0.343], [-0.240, -1.006, 0.742], [-1.406, -0.106, 0.892], [-1.165, 1.084, 0.000], [-0.565, 0.082, -0.974], [-1.397, -1.116, -0.293], [1.717, 1.112, 0.455], [2.376, 0.461, -1.072], [2.610, -0.432, 0.462], [0.108, -1.778, 1.420], [-2.013, -0.149, 1.792], [-0.576, 1.947, 0.347], [-2.112, 1.436, -0.422], [-0.443, 0.286, -2.042], [0.530, -1.477, -0.850]], "mulliken_charge": [-0.768, -0.037, -0.340, -0.108, -0.746, -0.217, -0.891, 0.283, 0.301, 0.303, 0.377, 0.409, 0.234, 0.325, 0.466, 0.410]}

---

(8)
{"formula": "C6H9N", "method": "ωB97M-V/def2-TZVPD", "relative_energy_kj_mol": 631.62, "total_energy_ev": -7851.6134, "orbital_gap_ev": 7.81, "species": ["C", "C", "C", "C", "C", "C", "N", "H", "H", "H", "H", "H", "H", "H", "H", "H"], "xyz": [[0.810, -1.796, -0.819], [0.066, -0.865, 0.094], [-0.364, -1.000, 1.360], [-0.788, 0.428, 1.661], [0.098, 1.131, 0.677], [-0.419, 0.523, -0.902], [-0.379, 1.939, -0.337], [0.275, -1.968, -1.764], [0.922, -2.758, -0.308], [1.812, -1.425, -1.067], [-0.556, 0.773, 2.675], [-1.850, 0.624, 1.472], [1.157, 1.175, 0.922], [-1.445, 0.282, -1.169], [0.289, 0.464, -1.722], [0.371, 2.475, -0.774]], "mulliken_charge": [-1.441, 0.751, -0.822, -0.484, 0.283, -0.655, -0.528, 0.328, 0.362, 0.309, 0.371, 0.262, 0.315, 0.267, 0.371, 0.312]}